(1)
The following is a DFT calculation (the ωB97M-V functional and the def2-TZVPD basis) of a 10-piece molecular cluster, C8H35N14O10 overall in a non-equilibrium geometry.

Structure (XYZ):
```
67
C8H35N14O10, DFT the ωB97M-V functional and the def2-TZVPD basis
C -0.9940 0.2527 -0.1202
O 0.3804 0.1505 0.0946
H -1.5972 -0.1694 0.6878
H -1.2633 1.3122 -0.1512
H -1.3336 -0.1839 -1.0627
C -0.4115 0.0381 -4.4143
O -0.8013 -0.3692 -5.4844
N -0.7280 1.1605 -3.8036
N 0.4306 -0.5903 -3.5715
H -0.3943 1.3212 -2.8667
H -1.2103 1.8635 -4.3423
H 0.9468 -0.1057 -2.8525
H 0.8786 -1.3999 -3.9753
C 1.6463 -2.8588 2.3156
O 2.4057 -3.4471 3.0779
N 0.3518 -2.6820 2.4646
N 2.1454 -2.1004 1.3152
H -0.1432 -2.1280 1.7824
H -0.1074 -3.1906 3.2030
H 3.1431 -1.9799 1.2414
H 1.5211 -1.3389 1.0869
C 0.4798 -3.6432 -2.0050
O 0.0006 -4.6285 -2.5480
N 1.7795 -3.3445 -1.9068
N -0.1264 -2.8116 -1.1669
H 2.0054 -2.7249 -1.1436
H 2.4314 -3.5443 -2.6493
H 0.2337 -1.8681 -1.1601
H -1.1224 -2.8920 -1.0246
C -1.2054 3.9019 2.4006
O -1.9681 3.3571 3.1808
N -1.3278 5.0951 1.8100
N -0.1834 3.2842 1.8344
H -1.9936 5.7968 2.0937
H -0.5108 5.3728 1.2910
H -0.3018 2.2895 1.9645
H 0.6604 3.6682 1.4409
C 2.4173 1.1503 2.8474
O 3.1690 1.6067 3.6754
N 1.2865 0.5629 3.1275
N 2.7491 1.0324 1.5755
H 1.3280 0.1782 4.0593
H 0.7035 0.1428 2.4185
H 3.6657 1.2160 1.2013
H 1.9864 0.6666 1.0210
C 2.7576 1.2731 -2.2303
O 3.5051 1.5832 -3.1062
N 1.7694 1.9415 -1.6525
N 2.7956 0.0959 -1.7636
H 1.5274 2.8494 -2.0164
H 1.2920 1.3287 -1.0022
H 2.1171 -0.1494 -1.0539
H 3.2776 -0.6486 -2.2422
C -3.3677 -2.4606 2.2889
O -3.0484 -3.4340 1.6573
N -4.2602 -1.5413 1.8213
N -2.8608 -2.0772 3.4407
H -4.3287 -1.3900 0.8269
H -4.5400 -0.7903 2.4324
H -3.2000 -1.3093 3.9977
H -2.4695 -2.8871 3.9004
O -1.1822 4.4085 -1.1699
H -0.4018 4.9649 -1.1461
H -1.0683 3.8016 -0.4343
O -3.3971 -0.7750 -3.3267
H -3.4874 -1.5943 -2.8371
H -2.4518 -0.6089 -3.3458
```

Summary:
LUMO level	2.00	eV
total charge	-1
molecular weight	487.46	g mol⁻¹
calculated total energy	-1845.07457	hartree

---

(2)
The following is a DFT calculation (the ωB97M-V functional and the def2-TZVPD basis) of C8H36B5O4S2V as an isolated structure in a non-equilibrium geometry.

Structure (XYZ):
```
56
C8H36B5O4S2V, DFT the ωB97M-V functional and the def2-TZVPD basis
V 23.2206 -9.3610 17.9401
B 21.6298 -7.4795 17.5810
H 22.5283 -7.8543 17.1159
H 20.8802 -7.4196 16.8073
H 21.3305 -8.1451 18.3758
H 21.8450 -6.4617 17.8676
B 24.3787 -8.0297 19.2857
H 24.6343 -9.0664 19.1302
H 23.3024 -7.9669 19.2437
H 24.7530 -7.7603 20.2612
H 24.8537 -7.4657 18.4979
B 26.8255 -6.1916 15.9477
H 27.4845 -5.8037 16.7089
H 26.0026 -6.7552 16.3595
H 26.5564 -5.3977 15.2684
H 27.4253 -6.8870 15.3812
B 24.9955 -9.2967 16.3959
H 24.7114 -10.1747 16.9550
H 25.9837 -8.9860 16.6978
H 24.9764 -9.3996 15.3220
H 24.3292 -8.5034 16.6977
B 22.7793 -10.6731 19.7119
H 23.2356 -10.4418 20.6620
H 23.4799 -10.9391 18.9356
H 22.1236 -11.5210 19.8353
H 22.1627 -9.8107 19.5111
C 21.9186 -4.8370 21.7006
C 20.9582 -3.5691 21.5010
C 21.6603 -2.4177 20.9044
S 22.5686 -3.2902 19.5943
O 23.7915 -2.4668 19.1560
O 21.6137 -3.8457 18.6653
C 23.0431 -4.7812 20.7177
H 21.3977 -5.7400 21.3822
H 22.2297 -4.9827 22.7350
H 20.3614 -3.1905 22.3308
H 20.2069 -3.7988 20.7455
H 22.2305 -1.8538 21.6427
H 21.1559 -1.6905 20.2682
H 23.8895 -4.4011 21.2897
H 23.2720 -5.6942 20.1680
C 29.4815 -7.7830 19.5276
C 28.0438 -7.9753 19.8448
C 27.5539 -6.6676 20.3997
S 28.4548 -5.3163 19.5852
O 29.2117 -4.5830 20.5974
O 27.5390 -4.7045 18.6146
C 29.5423 -6.5151 18.6138
H 29.7760 -8.7268 19.0688
H 30.0800 -7.5631 20.4117
H 28.0590 -8.8142 20.5406
H 27.5832 -8.1997 18.8827
H 27.8567 -6.7580 21.4429
H 26.4964 -6.4468 20.2546
H 30.5062 -6.0126 18.5327
H 29.1093 -6.7202 17.6348
```

Summary:
⟨S²⟩	2.0162
LUMO level (alpha / beta)	4.09 / 4.09	eV
total charge	-2
molecular weight	365.51	g mol⁻¹
spin multiplicity	3
calculated total energy	-2491.43452	hartree

---

(3)
The following is a DFT calculation (the ωB97M-V functional and the def2-TZVPD basis) of C8H36N2O9 as an isolated structure in a non-equilibrium geometry.

Structure (XYZ):
```
55
C8H36N2O9, DFT the ωB97M-V functional and the def2-TZVPD basis
C 12.1520 -5.3404 24.3519
C 13.6091 -4.8584 24.2770
C 14.4874 -5.2335 25.4404
O 15.7073 -4.5118 25.4198
C 16.4016 -4.5226 26.6285
N 14.2158 -5.3698 23.0267
H 12.1287 -6.3565 24.7457
H 11.7269 -5.4144 23.3509
H 11.6603 -4.6555 25.0428
H 13.5478 -3.7701 24.2749
H 14.8076 -6.2748 25.4763
H 13.8623 -5.1135 26.3252
H 17.0247 -5.4167 26.6062
H 15.7450 -4.5847 27.4962
H 16.9915 -3.6120 26.7334
H 15.1968 -5.1500 23.1236
H 13.8926 -4.7548 22.2936
C 16.9387 -8.4953 21.6709
C 16.8536 -10.0068 22.0082
C 15.4248 -10.5040 22.2382
O 14.9587 -10.0733 23.5184
C 13.6791 -10.6536 23.8148
N 17.4760 -10.7981 20.9649
H 16.3283 -8.3097 20.7872
H 17.9739 -8.1784 21.5443
H 16.5764 -7.9989 22.5712
H 17.5387 -10.2056 22.8324
H 15.2607 -11.5609 22.0284
H 14.8251 -9.9359 21.5271
H 13.0590 -10.8040 22.9311
H 13.1654 -9.9072 24.4207
H 13.7784 -11.5776 24.3846
H 17.7410 -11.6937 21.3493
H 18.3651 -10.3498 20.7957
O 11.3281 -7.6176 24.1764
H 12.2740 -7.5440 24.0494
H 11.1262 -8.5265 23.9543
O 16.9661 -6.6254 24.7999
H 17.5828 -6.8914 25.4819
H 16.2174 -7.2112 24.9115
O 13.7481 -7.5579 23.9015
H 14.5186 -7.9090 24.3478
H 13.9592 -6.6372 23.7465
O 12.6779 -8.5910 22.0929
H 13.2803 -8.2063 22.7296
H 12.3683 -7.8475 21.5757
O 12.5163 -6.5390 21.7585
H 12.5480 -6.2123 20.8593
H 12.8997 -5.8360 22.2829
O 15.5986 -8.4589 24.7435
H 16.3465 -8.8563 25.1895
H 15.4977 -8.9710 23.9412
O 14.0347 -8.3621 26.2839
H 13.3108 -8.9758 26.4091
H 14.7032 -8.8701 25.8243
```

Summary:
LUMO level	0.21	eV
total charge	0
energy relative to the best compared isomer or geometry (same formula, charge and spin)	942.4	kJ/mol
molecular weight	304.38	g mol⁻¹
calculated total energy	-1112.69446	hartree

---

(4)
The following is a DFT calculation (the ωB97M-V functional and the def2-TZVPD basis) of the molecule C8H3Br3O3 in a non-equilibrium geometry.

Structure (XYZ):
```
17
C8H3Br3O3, DFT the ωB97M-V functional and the def2-TZVPD basis
C -1.3346 -0.4718 0.2352
C -0.1338 -0.7981 -0.3350
C -0.7839 1.8753 0.4926
C 0.2888 2.5556 0.4744
C -0.1301 -1.6774 -1.5167
C 1.9951 -1.4855 -0.8568
C -1.3280 0.5803 1.2348
C 1.1627 -0.8192 0.0664
O -1.0323 -2.0017 -2.2359
O 3.2130 -1.5454 -0.8365
O 1.1204 -2.1787 -1.7137
Br -2.3273 2.5834 -0.5144
Br 1.9977 3.1244 0.5545
Br 2.1094 -0.1891 1.5981
H -2.1703 -0.7120 -0.3289
H -2.2373 0.7808 1.8099
H -0.4097 0.3792 1.8719
```

Summary:
LUMO level (alpha / beta)	-2.51 / -1.53	eV
total charge	0
energy relative to the best compared isomer or geometry (same formula, charge and spin)	369.9	kJ/mol
molecular weight	386.82	g mol⁻¹
calculated total energy	-8254.25037	hartree

---

(5)
The following is a DFT calculation (the ωB97M-V functional and the def2-TZVPD basis) of a 2-piece molecular cluster, C8H3Cl3F9O2 overall in a non-equilibrium geometry.

Structure (XYZ):
```
25
C8H3Cl3F9O2, DFT the ωB97M-V functional and the def2-TZVPD basis
C 3.0832 -2.4338 2.9314
C 1.9839 -2.0350 2.2093
F 0.8500 -2.7683 2.3307
F 1.7584 -0.6916 2.2850
Cl 4.3677 -1.5673 3.5500
F 3.1034 -3.7024 3.3695
C -3.5624 1.5324 -2.4358
C -2.6774 2.0125 -1.3488
O -2.9446 2.8939 -0.5786
O -1.4686 1.3118 -1.3218
C -0.5637 1.7268 -0.3445
C 0.6430 0.7010 -0.4148
C 0.2548 -0.7898 -0.0127
C 1.5688 -1.6669 0.0486
F 1.3926 -2.6926 -0.8556
Cl 3.0920 -0.8749 -0.2516
F -0.4241 -0.7386 1.1916
F -0.6841 -1.3151 -0.8734
F 1.5699 1.2499 0.4350
Cl 1.2189 0.8772 -2.0941
F -0.1040 2.9776 -0.6350
F -1.1421 1.7652 0.8826
H -2.9951 0.8096 -3.0044
H -4.4389 1.0530 -1.9959
H -3.8815 2.3653 -3.0668
```

Summary:
⟨S²⟩	0.8193
LUMO level (alpha / beta)	0.48 / -2.42	eV
total charge	0
energy relative to the best compared isomer or geometry (same formula, charge and spin)	134.9	kJ/mol
molecular weight	408.45	g mol⁻¹
spin multiplicity	2
calculated total energy	-2736.34441	hartree